# 1
{"formula": "C3H6N2O", "method": "the ωB97M-V functional and the def2-TZVPD basis", "largest_force_ev_per_a": 5.07, "orbital_gap_ha": 0.32763, "lumo_ev": 0.819, "relative_energy_kj_mol": 497.6, "species": ["C", "C", "C", "N", "N", "O", "H", "H", "H", "H", "H", "H"], "positions_angstrom": [[0.884002, 1.327259, -0.061211], [-0.355197, 1.176404, -0.539884], [0.869036, -0.100561, 0.324207], [-0.421959, -0.227149, -0.459413], [-1.529129, -0.977619, 0.247292], [1.909118, -0.950153, 0.198162], [1.689098, 1.933188, 0.005999], [-1.032881, 1.788391, -1.007987], [0.259300, -0.333410, 1.480806], [-0.980996, -1.749262, 0.771746], [-2.175725, -1.400139, -0.383688], [2.583299, -0.761314, -0.538465]], "forces_ev_per_angstrom": [[-1.908, -2.158, 0.305], [1.094, -0.495, 0.354], [-3.028, -1.062, 3.920], [-0.395, -1.783, -0.764], [2.710, 0.389, 1.889], [1.911, -0.681, -1.319], [1.915, 2.332, -0.074], [-1.727, 1.341, -0.728], [2.710, 0.857, -2.739], [-1.445, 1.527, -1.341], [0.124, -0.304, -0.936], [-1.961, 0.037, 1.432]], "lowdin_charge": [-0.004, -0.091, -0.451, -0.127, 0.022, 0.004, 0.062, 0.082, 0.211, 0.098, 0.040, 0.152]}



# 2
{"formula": "C52H59F3N9O11", "method": "the ωB97M-V functional and the def2-TZVPD basis", "largest_force_ev_per_a": 2.60, "orbital_gap_ha": 0.30778, "lumo_ev": -2.853, "total_charge": 1, "species": ["C", "C", "C", "C", "C", "N", "C", "N", "C", "C", "C", "N", "C", "C", "C", "C", "C", "C", "C", "N", "N", "C", "C", "C", "C", "C", "C", "C", "O", "C", "O", "C", "C", "O", "C", "C", "F", "F", "F", "H", "H", "H", "H", "H", "H", "H", "H", "H", "H", "H", "H", "H", "H", "H", "H", "H", "H", "H", "H", "H", "H", "H", "H", "H", "H", "H", "H", "H", "H", "H", "H", "H", "H", "H", "H", "H", "H", "H", "C", "C", "C", "C", "C", "C", "N", "O", "O", "H", "H", "H", "H", "H", "C", "C", "C", "C", "C", "C", "N", "O", "O", "H", "H", "H", "H", "H", "C", "C", "C", "C", "C", "C", "N", "O", "O", "H", "H", "H", "H", "H", "C", "C", "C", "C", "C", "C", "N", "O", "O", "H", "H", "H", "H", "H"], "positions_angstrom": [[2.960779, -4.894369, 2.778413], [2.027512, -4.285320, 1.697995], [2.336857, -2.757436, 1.563399], [1.137653, -2.095523, 0.856435], [1.053673, -2.752673, -0.564012], [1.231835, -0.605238, 0.643617], [2.440857, -0.136345, 1.130969], [3.465678, -0.064423, 0.299485], [3.393090, -0.418978, -1.099494], [2.521025, 0.182583, -1.964474], [2.560278, -0.206467, -3.274305], [3.358661, -1.129730, -3.780632], [4.194909, -1.667070, -2.911109], [4.259512, -1.367555, -1.577578], [4.739973, 0.393427, 0.816207], [5.676032, -0.498464, 1.241557], [6.875428, -0.113847, 1.773269], [7.076884, 1.248118, 1.865619], [6.081677, 2.064749, 1.396338], [4.919113, 1.694492, 0.888891], [2.668259, 0.275076, 2.406820], [1.546771, 0.118631, 3.366854], [0.143374, -0.106153, 2.765434], [0.070044, 0.164970, 1.258352], [0.378315, 1.662241, 0.997790], [-0.803337, 2.637672, 0.984567], [-1.533123, 2.855467, 2.319527], [-0.650049, 3.537978, 3.362096], [-1.497824, 3.966802, 4.443691], [-1.158356, 3.439821, 5.656460], [-1.306969, 4.077138, 6.673670], [-1.205662, -0.331941, 0.559755], [-2.193207, -1.103271, 1.435959], [-2.858197, -0.243000, 2.350723], [-4.192089, -0.601997, 2.600127], [-4.339974, -1.781265, 3.581234], [-4.986235, -1.403025, 4.692841], [-3.170374, -2.277206, 3.983914], [-5.077721, -2.751505, 3.015486], [3.725571, -4.161217, 3.050595], [3.514056, -5.727401, 2.348600], [2.445440, -5.173726, 3.694547], [0.967813, -4.430009, 1.909671], [2.294243, -4.763330, 0.757621], [2.490486, -2.415445, 2.589050], [3.244620, -2.723811, 0.959770], [0.246794, -2.435609, 1.379688], [0.505795, -3.692573, -0.536296], [2.074671, -2.969485, -0.885336], [0.641728, -2.050458, -1.285800], [1.846054, 0.954591, -1.626742], [1.871642, 0.281460, -3.959072], [4.891216, -2.409739, -3.289868], [4.981112, -1.844415, -0.935317], [5.456034, -1.557934, 1.165023], [7.605566, -0.827248, 2.122922], [7.987607, 1.649657, 2.291589], [6.264824, 3.134955, 1.446556], [2.912030, 1.262715, 2.396624], [1.516382, 1.021827, 3.976164], [1.818150, -0.674943, 4.062560], [-0.150603, -1.117471, 3.045490], [-0.554902, 0.526806, 3.311962], [1.106215, 2.079019, 1.695253], [0.837493, 1.727445, 0.006689], [-1.507547, 2.445232, 0.179704], [-0.375078, 3.612647, 0.731549], [-2.035125, 1.966932, 2.704403], [-2.325169, 3.580329, 2.111199], [0.172969, 2.905938, 3.706256], [-0.267030, 4.459302, 2.920383], [-0.783119, 2.398750, 5.661476], [-1.798642, 0.469765, 0.119134], [-0.997787, -1.004241, -0.274171], [-2.930092, -1.561669, 0.763732], [-1.730587, -1.929545, 1.983679], [-4.659784, 0.258611, 3.080241], [-4.734550, -0.777554, 1.667679], [11.287158, 3.402032, -2.017113], [11.728034, 2.351433, -1.222993], [11.356020, 2.285513, 0.109727], [10.540449, 3.276005, 0.628519], [10.098398, 4.332992, -0.147801], [10.476839, 4.393286, -1.478962], [10.124680, 3.197324, 2.034663], [10.539538, 2.266333, 2.697292], [9.379242, 4.060389, 2.454843], [11.575814, 3.448300, -3.059080], [12.360686, 1.582066, -1.643825], [11.700256, 1.468552, 0.727008], [9.466506, 5.103454, 0.269530], [10.137850, 5.212134, -2.098471], [-8.543315, -4.226523, 3.062353], [-9.923048, -4.363888, 3.137571], [-10.580616, -4.118776, 4.332618], [-9.843703, -3.734315, 5.437843], [-8.468738, -3.599896, 5.381054], [-7.816562, -3.848860, 4.183848], [-10.540444, -3.450210, 6.701895], [-11.744579, -3.595528, 6.725254], [-9.868292, -3.084237, 7.644171], [-8.032719, -4.413731, 2.126009], [-10.487426, -4.659663, 2.263710], [-11.653870, -4.225747, 4.391051], [-7.903820, -3.303208, 6.252763], [-6.745750, -3.746542, 4.124924], [-1.780529, 0.284824, -5.621422], [-1.618267, 1.573464, -6.113022], [-1.217013, 2.596300, -5.267669], [-0.979962, 2.310234, -3.935445], [-1.144167, 1.031631, -3.428482], [-1.546833, 0.015901, -4.279134], [-0.531359, 3.382813, -3.039375], [-0.408412, 4.494090, -3.497886], [-0.301436, 3.085313, -1.877382], [-2.088422, -0.510669, -6.283268], [-1.801781, 1.781678, -7.158346], [-1.091022, 3.598114, -5.652069], [-0.960218, 0.820116, -2.383997], [-1.677128, -0.988254, -3.898392], [-7.131523, 2.000703, -9.287239], [-7.969423, 1.006049, -8.801233], [-7.467942, 0.024811, -7.961558], [-6.128766, 0.057003, -7.616397], [-5.279784, 1.037489, -8.097748], [-5.787280, 2.013828, -8.938876], [-5.600073, -0.968701, -6.707920], [-6.362269, -1.824437, -6.316939], [-4.424140, -0.900132, -6.393757], [-7.527354, 2.768660, -9.938863], [-9.015392, 0.996788, -9.074917], [-8.120699, -0.748657, -7.584286], [-4.235043, 1.049885, -7.824833], [-5.135922, 2.787948, -9.321048]], "forces_ev_per_angstrom": [[0.023, 0.351, -0.463], [1.056, 0.516, 0.391], [-1.229, -1.163, 0.187], [0.899, -1.210, -2.121], [0.368, 0.296, 0.542], [-0.054, -0.412, 1.680], [0.322, 0.225, -0.562], [0.043, 0.077, 0.057], [0.128, 0.061, 0.681], [-0.218, 0.627, 0.685], [-0.948, 0.460, -1.068], [0.095, 0.060, 0.088], [0.821, -1.037, -0.736], [0.211, 0.102, 0.594], [-0.019, 0.468, -0.007], [-0.333, -2.409, -0.182], [0.288, 0.660, 0.258], [0.662, -0.659, 0.184], [0.362, 1.944, 0.125], [-0.515, -0.179, -0.236], [-1.707, 0.797, -0.220], [-0.024, 0.199, 0.180], [-0.215, -0.214, 0.602], [1.089, 0.091, 0.376], [-0.697, 0.145, -0.744], [0.142, 0.407, 0.618], [0.006, 0.330, -0.394], [-1.093, -0.083, -0.591], [0.982, -0.738, 0.712], [-0.639, 1.668, 1.357], [0.135, -1.179, -1.386], [-0.810, -0.334, 0.419], [-0.162, -0.268, -0.272], [0.044, -0.049, -0.187], [0.180, 0.648, 0.300], [-0.474, 0.533, -0.122], [-0.148, 0.047, 0.056], [0.211, -0.303, -0.250], [0.318, -0.326, -0.011], [-0.043, -0.018, 0.081], [-0.189, -0.278, 0.328], [-0.005, -0.181, -0.080], [0.038, -0.189, 0.025], [-0.451, -0.038, -0.117], [0.154, 0.419, -0.171], [0.121, 0.522, 0.179], [-0.131, 0.842, 0.309], [-0.104, 0.071, -0.121], [-0.096, -0.067, -0.198], [-0.238, -0.164, 0.004], [-0.061, 0.020, -0.112], [0.062, -0.112, -0.108], [-0.108, 0.007, -0.146], [0.073, -0.114, -0.044], [-0.045, 0.019, 0.046], [0.002, -0.088, -0.024], [-0.126, 0.113, -0.029], [-0.214, -0.007, -0.025], [1.002, -0.254, 0.070], [0.256, 0.049, -0.096], [-0.105, -0.120, -0.123], [-0.101, -0.059, -0.368], [-0.052, 0.058, -0.149], [0.022, -0.256, 0.109], [-0.015, 0.051, 0.045], [-0.009, -0.206, 0.057], [0.018, -0.068, -0.174], [0.193, -0.049, 0.051], [-0.092, -0.090, 0.072], [-0.007, 0.093, 0.168], [0.340, -0.102, 0.107], [0.053, 0.185, -0.320], [0.297, 0.221, 0.097], [0.406, 0.091, 0.049], [-0.012, 0.072, 0.032], [0.045, 0.044, -0.039], [0.046, -0.037, 0.032], [0.014, -0.363, 0.088], [-0.002, -0.001, -0.002], [-0.072, 0.109, -0.055], [0.122, -0.235, 0.021], [0.095, 0.025, -0.274], [-0.156, 0.216, -0.034], [0.068, -0.124, -0.027], [0.103, 0.065, 0.024], [-0.076, -0.072, -0.011], [-0.104, -0.030, -0.016], [0.010, 0.008, 0.013], [0.009, 0.000, 0.031], [-0.066, 0.073, 0.110], [0.023, -0.070, 0.128], [-0.003, 0.012, 0.029], [-0.005, 0.007, 0.002], [0.140, 0.029, 0.021], [-0.218, -0.054, -0.137], [0.131, -0.039, -0.251], [0.235, 0.059, 0.087], [-0.221, -0.069, -0.048], [-0.061, 0.009, 0.117], [-0.024, -0.014, -0.035], [0.048, 0.000, -0.002], [-0.005, -0.015, 0.011], [-0.023, -0.005, 0.024], [0.016, 0.050, 0.149], [-0.141, 0.009, 0.072], [0.006, -0.028, 0.062], [0.092, -0.002, -0.070], [0.004, -0.122, 0.152], [-0.022, 0.170, -0.222], [-0.060, -0.210, -0.126], [0.014, -0.187, 0.163], [0.022, 0.069, -0.075], [0.003, 0.012, -0.072], [-0.004, 0.023, 0.022], [0.100, -0.032, 0.007], [-0.018, 0.006, 0.017], [0.030, 0.027, 0.005], [0.047, 0.037, 0.141], [0.028, 0.145, 0.008], [-0.014, 0.007, 0.003], [-0.006, 0.006, -0.004], [0.114, 0.082, -0.029], [-0.245, -0.103, 0.018], [-0.079, 0.201, -0.157], [0.214, 0.130, -0.024], [-0.122, -0.030, -0.006], [-0.002, -0.090, 0.026], [-0.018, -0.021, 0.029], [-0.052, 0.023, -0.047], [0.006, -0.013, -0.002], [0.004, -0.027, 0.012], [0.119, -0.046, 0.074], [-0.035, -0.118, 0.091], [0.014, -0.016, 0.009]], "lowdin_charge": [-0.085, -0.220, -0.164, -0.277, -0.020, 0.056, -0.288, 0.138, -0.183, 0.008, -0.123, 0.104, -0.128, -0.008, -0.285, -0.019, -0.015, -0.024, -0.112, 0.161, 0.129, -0.106, -0.087, -0.326, -0.098, -0.182, -0.154, -0.181, -0.027, -0.321, 0.096, -0.055, -0.191, -0.129, -0.071, -0.590, 0.143, 0.159, 0.124, 0.065, 0.072, 0.075, 0.112, 0.102, 0.107, 0.105, 0.120, 0.088, 0.073, 0.070, 0.105, 0.114, 0.120, 0.110, 0.114, 0.126, 0.098, 0.122, 0.144, 0.112, 0.121, 0.112, 0.111, 0.113, 0.099, 0.094, 0.117, 0.096, 0.129, 0.099, 0.138, 0.144, 0.119, 0.114, 0.138, 0.110, 0.147, 0.142, -0.064, -0.061, -0.004, -0.154, -0.004, -0.061, -0.363, 0.071, 0.071, 0.111, 0.111, 0.120, 0.120, 0.111, -0.070, -0.065, -0.002, -0.145, 0.002, -0.067, -0.355, 0.083, 0.080, 0.106, 0.108, 0.121, 0.120, 0.081, -0.065, -0.052, 0.007, -0.149, -0.019, -0.055, -0.334, 0.109, 0.043, 0.097, 0.109, 0.124, 0.099, 0.112, -0.063, -0.058, 0.001, -0.145, -0.003, -0.061, -0.342, 0.093, 0.049, 0.111, 0.112, 0.122, 0.102, 0.109]}



Number 1: calculated total energy -8231.54173 eV. Number 2: calculated total energy -98949.55976 eV.